[1]
C38H34BrClCuN4O2P | ωB97M-V/def2-TZVPD

2S+1 = 2
Total charge = +1
HOMO level (spin up / spin down) = -10.42 / -10.42 eV
Kohn-Sham gap (spin up / spin down) = 8.0276 / 6.6581 eV
Lowest unoccupied orbital energy (spin up / spin down) = -2.39 / -3.76 eV

Each line ends with the Mulliken charge.
CARTESIAN COORDINATES (ANGSTROEM)
Cu 0.41 -0.36 0.47  -1.34
O 1.66 -3.76 -3.68  -0.66
C 2.66 -3.85 -2.75  0.55
C 3.66 -4.78 -2.99  -0.68
C 4.68 -4.95 -2.08  -0.38
C 4.72 -4.18 -0.92  -0.93
C 3.72 -3.26 -0.68  -0.37
C 2.68 -3.08 -1.59  0.61
C 1.57 -2.11 -1.28  0.20
O 1.91 -1.17 -0.35  -0.48
N 0.39 -2.88 -0.79  -0.12
N -0.33 -2.31 0.16  0.48
C -1.38 -2.82 0.68  -0.20
C -2.09 -2.12 1.75  0.20
Br -1.01 -0.90 2.77  -0.12
C -3.36 -2.29 2.11  -0.92
C -4.34 -3.09 1.36  0.49
C -4.37 -3.10 -0.03  -0.11
C -5.33 -3.85 -0.71  -0.74
C -6.26 -4.60 0.00  -0.44
C -6.25 -4.58 1.39  -0.56
C -5.30 -3.82 2.07  -0.52
H 1.15 -2.96 -3.55  0.31
H 3.62 -5.36 -3.91  0.46
H 5.46 -5.68 -2.27  0.38
H 5.52 -4.31 -0.20  0.42
H 3.72 -2.65 0.21  0.16
H 1.25 -1.62 -2.23  0.10
H 0.17 -3.81 -1.12  0.32
H -1.77 -3.78 0.36  0.68
H -3.71 -1.80 3.01  0.46
H -3.67 -2.50 -0.59  0.44
H -5.35 -3.85 -1.79  0.41
H -7.01 -5.18 -0.52  0.39
H -6.98 -5.15 1.95  0.39
H -5.29 -3.81 3.15  0.43
Cl 3.83 -0.12 1.54  -0.09
C 3.70 1.38 2.37  0.39
C 4.67 1.73 3.30  -0.59
C 4.58 2.96 3.93  -0.48
C 3.54 3.83 3.64  -0.87
C 2.57 3.47 2.72  -0.28
C 2.63 2.24 2.07  -0.56
P 1.41 1.74 0.81  2.84
C 2.16 2.23 -0.77  0.06
C 3.15 3.20 -0.83  -0.32
C 3.66 3.60 -2.06  -0.80
C 3.18 3.03 -3.23  -0.63
C 2.19 2.06 -3.18  -0.86
C 1.68 1.66 -1.95  0.25
C 0.07 2.95 1.10  0.14
C -0.60 2.88 2.32  -0.39
C -1.62 3.76 2.61  -0.81
C -1.99 4.73 1.68  -0.61
C -1.32 4.81 0.47  -0.79
C -0.29 3.92 0.17  -0.31
H 5.48 1.05 3.51  0.49
H 5.33 3.24 4.66  0.40
H 3.48 4.79 4.13  0.43
H 1.76 4.15 2.50  0.45
H 3.54 3.64 0.08  0.43
H 4.44 4.35 -2.10  0.44
H 3.58 3.34 -4.19  0.40
H 1.82 1.61 -4.09  0.47
H 0.92 0.89 -1.91  -0.06
H -0.32 2.12 3.05  0.54
H -2.13 3.71 3.57  0.44
H -2.78 5.44 1.91  0.40
H -1.60 5.57 -0.26  0.47
H 0.22 3.98 -0.78  0.45
C -4.20 2.54 -1.02  -0.93
N -3.16 1.52 -1.08  0.29
C -2.81 0.78 -2.18  -1.27
C -1.77 0.00 -1.79  -0.72
N -1.48 0.25 -0.46  1.59
C -2.34 1.17 -0.08  -0.92
H -5.14 2.14 -1.40  0.36
H -3.91 3.41 -1.62  0.34
H -4.33 2.86 0.01  0.32
H -3.32 0.88 -3.12  0.52
H -1.23 -0.74 -2.36  0.54
H -2.41 1.59 0.92  0.53



[2]
C38H34Cl2N2O8S4W | ωB97M-V/def2-TZVPD

HOMO level (spin up / spin down) = -6.86 / -6.86 eV
Kohn-Sham gap (spin up / spin down) = 6.8520 / 6.8528 eV
Lowest unoccupied orbital energy (spin up / spin down) = 0.00 / 0.00 eV

Each line ends with the Mulliken charge.
CARTESIAN COORDINATES (ANGSTROEM)
W 0.24 0.63 -0.68  2.18
O -1.91 -0.74 1.78  -0.53
S -1.69 -1.96 2.62  0.23
C -1.04 -1.37 4.23  -0.93
C -1.49 0.07 4.50  -1.17
C -0.52 1.08 3.87  0.20
C -1.22 2.34 3.36  -0.62
S -0.61 2.87 1.73  0.46
O -0.29 1.52 1.10  0.74
C 0.99 3.48 2.22  0.97
C 2.08 2.62 2.24  -0.59
C 3.32 3.14 2.61  -0.94
C 3.44 4.48 2.94  -0.55
C 2.34 5.32 2.91  -0.72
C 1.10 4.82 2.53  -0.80
C -3.31 -2.46 3.18  0.99
C -3.46 -3.56 4.01  -0.76
C -4.73 -3.96 4.39  -0.64
C -5.85 -3.28 3.91  -0.51
C -5.69 -2.20 3.06  -0.74
C -4.42 -1.78 2.68  -0.32
H 0.05 -1.44 4.15  0.47
H -1.38 -2.07 4.99  0.63
H -1.57 0.23 5.58  0.58
H -2.49 0.20 4.09  0.27
H -0.04 0.60 3.02  -0.47
H 0.26 1.35 4.58  0.47
H -1.10 3.22 3.99  0.78
H -2.29 2.17 3.21  0.15
H 1.97 1.58 1.96  0.33
H 4.18 2.49 2.62  0.50
H 4.41 4.87 3.23  0.41
H 2.45 6.37 3.16  0.42
H 0.24 5.48 2.47  0.46
H -2.59 -4.10 4.37  0.45
H -4.86 -4.82 5.04  0.39
H -6.84 -3.61 4.19  0.39
H -6.56 -1.68 2.67  0.45
H -4.27 -0.96 2.00  0.29
C 3.87 -1.67 1.27  -1.73
C 2.98 -0.68 0.56  0.32
S 1.25 -0.79 0.90  -0.29
C 3.45 0.23 -0.30  0.91
C 4.91 0.38 -0.65  -1.60
S 2.31 1.33 -1.08  -0.56
H 3.28 -2.35 1.87  0.41
H 4.58 -1.15 1.92  0.33
H 4.44 -2.25 0.55  0.36
H 5.54 0.28 0.24  0.35
H 5.10 1.36 -1.09  0.44
H 5.22 -0.38 -1.37  0.32
O -2.75 -3.98 -3.06  -0.58
C -3.66 -3.15 -2.59  0.26
O -4.84 -3.34 -2.71  -0.60
C -3.16 -1.89 -1.96  0.27
C -3.95 -0.88 -1.44  0.23
Cl -5.64 -0.74 -1.35  -0.15
N -3.16 0.08 -0.93  0.75
N -1.87 -0.25 -1.09  0.40
C -1.85 -1.41 -1.72  -0.64
C -0.50 -1.90 -2.13  0.88
O -0.38 -2.98 -2.69  -0.89
O 0.45 -1.09 -1.85  -0.63
C -3.57 1.39 -0.53  -1.38
C -3.63 1.73 0.81  0.54
C -4.07 3.00 1.15  -1.02
C -4.43 3.91 0.16  -0.83
C -4.37 3.55 -1.18  -0.83
C -3.94 2.28 -1.53  0.14
H -1.81 -3.65 -2.92  0.45
H -3.33 0.99 1.54  0.59
H -4.15 3.30 2.19  0.46
H -4.78 4.90 0.44  0.43
H -4.64 4.26 -1.95  0.47
H -3.88 1.98 -2.57  0.57
Cl -2.87 6.24 -6.39  -0.21
C -2.22 5.13 -5.24  0.44
C -1.84 3.86 -5.65  -0.81
C -1.32 2.97 -4.72  -0.24
C -1.18 3.36 -3.40  0.07
C -1.56 4.63 -2.99  -0.21
C -2.08 5.53 -3.91  -0.80
C -0.66 2.40 -2.40  0.35
O -0.32 1.23 -2.73  -0.94
O -0.56 2.70 -1.18  -0.59
H -1.96 3.58 -6.69  0.43
H -1.02 1.98 -5.02  0.52
H -1.44 4.91 -1.95  0.48
H -2.37 6.52 -3.62  0.43



[3]
C38H34CoF12N2O4P | ωB97M-V/def2-TZVPD

HOMO level (spin up / spin down) = -7.15 / -7.14 eV
Kohn-Sham gap (spin up / spin down) = 6.4834 / 6.2152 eV
Lowest unoccupied orbital energy (spin up / spin down) = -0.66 / -0.92 eV

Each line ends with the Mulliken charge.
CARTESIAN COORDINATES (ANGSTROEM)
Co -0.52 -0.27 -0.61  0.86
C -2.19 -6.92 -0.49  -1.54
C -1.64 -5.55 -0.15  0.25
C -1.40 -5.16 1.17  -1.19
C -0.95 -3.90 1.48  -1.19
C -0.72 -2.92 0.48  0.80
N -0.46 -1.62 0.74  1.04
C -0.36 -1.19 2.08  -1.04
C -1.44 -1.24 2.95  0.32
C -1.31 -0.89 4.28  -1.20
C -0.08 -0.48 4.78  0.55
C 0.10 -0.10 6.23  -1.65
C 0.99 -0.36 3.89  -0.42
C 0.86 -0.68 2.54  -0.89
C 1.97 -0.43 1.51  1.91
O 1.43 0.15 0.33  0.57
C 3.07 0.56 2.05  -0.22
F 2.52 1.63 2.65  -0.09
F 3.82 1.04 1.06  -0.15
F 3.87 -0.03 2.95  -0.28
C 2.77 -1.72 1.12  0.19
F 3.93 -1.41 0.52  -0.28
F 2.13 -2.52 0.28  -0.01
F 3.05 -2.42 2.23  -0.30
C -0.78 -3.38 -0.84  -0.26
C -1.29 -4.65 -1.13  -0.86
C -0.25 -2.52 -1.97  1.63
O 0.42 -1.36 -1.74  -0.37
C -1.48 -2.09 -2.78  0.71
F -1.29 -1.30 -3.78  -0.22
F -2.62 -2.69 -2.83  -0.23
F -1.93 -0.93 -1.68  -0.56
C 0.67 -3.36 -2.94  0.70
F 1.36 -2.55 -3.75  -0.21
F 1.52 -4.12 -2.28  -0.24
F -0.08 -4.14 -3.76  -0.28
H -2.78 -7.31 0.33  0.39
H -1.39 -7.63 -0.69  0.29
H -2.82 -6.88 -1.37  0.40
H -1.59 -5.86 1.98  0.39
H -0.79 -3.65 2.52  0.44
H -2.40 -1.55 2.55  0.60
H -2.17 -0.93 4.94  0.37
H -0.71 -0.50 6.84  0.43
H 0.11 0.98 6.36  0.28
H 1.04 -0.48 6.62  0.38
H 1.93 -0.01 4.29  0.54
H -1.37 -4.97 -2.16  0.51
C -0.82 3.26 -1.56  -1.71
P -0.15 1.62 -2.02  2.17
C -0.78 1.70 -3.73  0.97
C -0.03 2.27 -4.76  -0.72
C -0.60 2.50 -6.00  -0.66
C -1.93 2.18 -6.22  -0.60
C -2.69 1.64 -5.19  -0.83
C -2.12 1.41 -3.95  -0.71
C 1.65 1.82 -2.10  -0.11
C 2.30 2.77 -1.32  -0.46
C 3.68 2.82 -1.28  -0.73
C 4.43 1.92 -2.03  -0.62
C 3.79 0.97 -2.81  -0.75
C 2.40 0.92 -2.85  -0.24
H -0.45 3.99 -2.28  0.48
H -0.57 3.59 -0.56  0.34
H -1.90 3.19 -1.63  0.46
H 1.01 2.53 -4.59  0.35
H -0.01 2.93 -6.80  0.44
H -2.38 2.37 -7.18  0.39
H -3.74 1.41 -5.35  0.44
H -2.72 1.00 -3.14  0.51
H 1.73 3.48 -0.73  0.30
H 4.18 3.56 -0.67  0.44
H 5.51 1.96 -2.00  0.41
H 4.36 0.26 -3.39  0.43
H 1.91 0.16 -3.44  0.37
O -3.22 1.06 1.79  -0.77
C -2.07 1.33 1.55  -0.57
O -1.42 1.00 0.47  -0.22
C -1.24 2.09 2.59  2.46
N 0.00 2.63 2.00  0.76
C 0.26 3.91 2.67  -0.88
C -1.13 4.51 2.89  -0.67
C -1.98 3.28 3.25  -0.97
H -0.99 1.35 3.35  -1.13
H -0.22 2.80 1.03  -1.19
H 1.15 1.07 0.61  -0.35
H 0.92 4.54 2.07  0.43
H 0.75 3.73 3.62  0.38
H -1.49 4.97 1.97  0.23
H -1.14 5.27 3.67  0.46
H -3.01 3.34 2.90  0.38
H -2.01 3.15 4.33  0.42